(1)
10
Properties=species:S:1:pos:R:3 method="wB97M-V/def2-TZVPD" relative_energy_kcal_mol=2.6 homo_ev=0.896 total_charge=-2 orbital_gap_ha=0.22826
C -2.84151 -0.92800 -0.00480
C 0.53933 -0.17663 -0.09287
N 1.76573 -0.70042 -0.03480
O -2.63378 0.72981 -0.09256
O 2.29165 -1.95168 0.01493
O -4.00594 -1.28008 0.17670
O 0.49894 1.05965 0.09501
H -0.19397 -0.93918 -0.12174
H 2.59077 -0.10015 0.00406
H -1.73831 0.97152 0.23708

***

(2)
46
Properties=species:S:1:pos:R:3 method="wB97M-V/def2-TZVPD" relative_energy_kcal_mol=83.7 homo_ev=-7.732 smiles=OCCN(CC#CCn1c2ccccc2c2ccccc21)CCO orbital_gap_ha=0.30783
O -1.94734 -1.73182 1.46606
C -2.07398 -1.68090 0.06693
C -3.31946 -0.89477 -0.35337
N -3.33914 0.40546 0.29519
C -2.34413 1.33605 -0.22758
C -1.08868 1.19412 0.49454
C -0.09935 1.04993 1.15684
C 1.14661 0.80519 1.86811
N 2.16639 0.29678 0.98633
C 2.23623 -1.00076 0.53242
C 1.41538 -2.08232 0.81964
C 1.72188 -3.29256 0.22751
C 2.81410 -3.43274 -0.62644
C 3.63068 -2.35866 -0.91802
C 3.34303 -1.12940 -0.33900
C 3.94788 0.16976 -0.42108
C 5.04580 0.67163 -1.10662
C 5.35953 2.00891 -0.96809
C 4.59091 2.84400 -0.16068
C 3.49415 2.36878 0.53229
C 3.17593 1.02387 0.40400
C -4.65862 0.96969 0.45684
C -5.41217 1.32507 -0.83750
O -5.91766 0.14174 -1.41566
H -2.15017 -0.84145 1.78568
H -2.14965 -2.71323 -0.28206
H -1.17388 -1.23089 -0.37713
H -4.20916 -1.43638 -0.02959
H -3.34597 -0.82101 -1.45172
H -2.70112 2.36234 -0.09414
H -2.15220 1.17634 -1.30189
H 1.50351 1.73209 2.32747
H 0.96104 0.07131 2.66235
H 0.55579 -1.99252 1.46559
H 1.09590 -4.14864 0.43100
H 3.01898 -4.39720 -1.06765
H 4.47465 -2.46607 -1.58312
H 5.63937 0.02473 -1.73520
H 6.20972 2.41900 -1.49290
H 4.85712 3.88761 -0.07580
H 2.90603 3.03556 1.14600
H -5.26757 0.24647 1.00488
H -4.56723 1.87329 1.06624
H -6.23481 2.01027 -0.58699
H -4.73791 1.84023 -1.53728
H -6.42039 0.36113 -2.20641

***

(3)
108
Properties=species:S:1:pos:R:3 method="wB97M-V/def2-TZVPD" relative_energy_kcal_mol=75.7 multiplicity=2 homo_ev="-11.146 / -11.146" total_charge=+1 orbital_gap_ha="0.32497 / 0.11333"
C 0.74494 0.50706 5.83599
C 0.74226 0.94166 4.37757
C 0.53608 2.45783 4.14237
O -0.76875 2.84624 4.47391
C -1.85128 2.28367 3.76677
N 2.02103 0.46204 3.91786
H 1.18257 -0.48763 5.92055
H -0.21436 0.46280 6.35163
H 1.50682 1.14489 6.28410
H 0.03777 0.26845 3.88911
H 0.96463 2.85048 3.22027
H 1.11044 2.92502 4.94234
H -1.95774 1.19968 3.80820
H -1.79078 2.53924 2.70887
H -2.86150 2.54442 4.08233
H 2.11516 -0.36444 4.49072
H 2.56577 1.13139 4.44257
C 2.05371 -1.00753 -1.04380
C 1.50186 0.11462 -0.07849
C 0.43906 0.93698 -0.83794
O 0.94685 1.51341 -1.97994
C 1.89203 2.60700 -1.75842
N 0.89114 -0.54933 1.04149
H 2.13816 -0.67155 -2.07728
H 1.42563 -1.89833 -1.03454
H 2.98801 -1.34186 -0.59279
H 2.26641 0.84069 0.19788
H 0.00913 1.65086 -0.13534
H -0.25866 0.16690 -1.16698
H 1.82997 3.49179 -2.39197
H 2.87078 2.28380 -2.11295
H 1.82543 2.96925 -0.73253
H 1.06411 -0.18411 1.96712
H 1.19373 -1.50688 0.93361
C 0.52191 -4.66325 -1.10022
C 1.33635 -4.91080 -2.38920
C 2.24423 -6.19324 -2.51433
O 3.24790 -6.23616 -1.44637
C 4.39508 -5.36551 -1.47761
N 0.44241 -4.83580 -3.55263
H 1.01331 -5.10200 -0.23181
H -0.45308 -5.14896 -1.14007
H 0.09787 -3.66164 -1.02904
H 1.96099 -4.02138 -2.47202
H 2.67678 -6.20891 -3.51470
H 1.69565 -7.10978 -2.29726
H 5.19342 -5.60404 -0.77486
H 3.91766 -4.39439 -1.34679
H 4.64131 -5.42179 -2.53794
H 0.74883 -5.16191 -4.45810
H 0.47604 -3.85357 -3.78540
C 1.40670 11.10495 -2.89994
C 1.06938 9.90237 -2.00439
C 1.73723 8.58493 -2.50159
O 1.41978 7.54172 -1.51067
C 1.98435 6.33377 -1.90364
N 1.55112 10.16533 -0.69527
H 1.55799 10.87913 -3.95551
H 2.37351 11.47995 -2.56417
H 0.76266 11.98431 -2.90685
H 0.01129 9.68903 -2.15617
H 2.82382 8.67073 -2.50879
H 1.56368 8.25659 -3.52637
H 1.23368 6.11542 -2.66319
H 1.86554 5.62996 -1.07985
H 2.99235 6.25315 -2.31048
H 0.72135 10.52242 -0.24353
H 1.61547 9.20972 -0.37469
C -3.19408 -3.42846 -1.06977
C -3.62115 -2.41040 -2.13732
C -4.84659 -2.94393 -2.99916
O -4.65012 -4.23666 -3.71719
C -5.76798 -4.82788 -4.32278
N -3.76952 -1.08043 -1.66845
H -2.13183 -3.20695 -0.96648
H -3.25017 -4.41184 -1.53658
H -3.73072 -3.24152 -0.13962
H -2.79187 -2.34034 -2.84123
H -5.09627 -2.16769 -3.72248
H -5.66826 -2.96444 -2.28324
H -5.41330 -5.70133 -4.86995
H -6.10443 -4.13024 -5.08972
H -6.58483 -5.10813 -3.65771
H -3.63140 -0.41302 -2.41384
H -2.96200 -0.89263 -1.09163
C 0.17075 -4.80064 2.51384
C -0.39531 -3.40942 2.80813
C -1.95793 -3.23458 2.96834
O -2.23753 -2.12502 3.81104
C -3.62114 -1.66808 3.45819
N 0.28848 -3.04632 4.01942
H -0.18913 -5.23961 1.58331
H 0.00387 -5.49986 3.33318
H 1.24767 -4.73662 2.35809
H 0.00546 -2.69023 2.09382
H -2.41601 -4.15875 3.32070
H -2.24594 -3.11909 1.92344
H -3.80631 -0.73895 3.99719
H -4.31908 -2.41904 3.82838
H -3.91184 -1.78052 2.41370
H -0.07579 -3.60560 4.77745
H -0.21567 -2.18757 4.18815
O 3.90120 2.02368 2.16104
H 3.19066 1.47590 2.49469
H 3.98288 2.72844 2.80359
O -1.73465 1.52979 -2.96100
H -1.60584 0.95434 -3.71499
H -0.85127 1.69486 -2.63140